[1]
C6H8O2 | ωB97M-V with the def2-TZVPD basis set

Structure (XYZ):
```
16
Properties=species:S:1:pos:R:3:forces:R:3:mulliken_charge:R:1
C 0.4984 1.5132 0.9920 -2.585 -2.858 -1.889 -0.9393
C 0.0767 1.7620 -0.3412 0.098 -2.033 0.972 -0.1560
C -0.6195 0.7486 -1.0234 0.535 0.444 -0.159 -0.3040
C -0.8119 -0.4672 -0.3385 -1.004 0.345 -0.776 0.6820
O -1.1967 -1.4328 -1.1936 -2.152 -3.415 0.806 -0.5325
C -0.5856 -0.6818 1.0127 -0.021 -0.989 1.206 -0.4292
C 0.1266 0.3184 1.6523 0.505 0.631 0.802 -0.2624
H 1.1736 2.0512 1.5019 2.087 2.569 1.434 0.4598
H 0.4714 2.5690 -0.8909 0.094 1.162 -0.372 0.3794
H -0.8810 0.7978 -2.1465 0.450 -0.058 2.135 0.2904
H -1.6872 -2.2246 -0.7279 1.648 2.391 -1.144 0.3393
H -0.7979 -1.6777 1.5888 0.359 1.914 -1.558 0.1794
H 0.5371 0.1495 2.6879 -0.677 0.204 -1.180 0.2457
H 1.6573 -1.0379 -1.2811 -0.024 0.061 -0.191 0.3164
H 1.8206 -0.1119 -0.0706 -0.061 0.154 -0.045 0.3616
O 1.8965 -1.0265 -0.3545 0.749 -0.521 -0.042 -0.6306
```
Forces are in eV/Å.

Values from the calculation:
- orbital gap (Eh) = 0.3438
- E_LUMO (eV) = 0.750
- relative energy (zero: lowest compared OMol25 entry of this formula, charge and spin) (kcal per mole) = 26.7
- multiplicity = 1
- structure (SMILES) = Oc1ccccc1.O
- E_HOMO (eV) = -8.605

***

[2]
C3H4Cl | ωB97M-V with the def2-TZVPD basis set

Structure (XYZ):
```
8
Properties=species:S:1:pos:R:3:forces:R:3:mulliken_charge:R:1
C 0.5249 0.6226 0.7635 -1.153 -1.367 -1.676 0.7341
C -0.0466 -0.0550 -0.0678 0.599 0.711 0.872 -0.0717
C -0.7336 -0.8696 -1.0673 -0.066 -0.077 -0.095 -1.3860
H 1.0314 1.2228 1.5006 0.243 0.289 0.353 -0.2084
H -0.0102 -1.5008 -1.6104 -0.330 0.166 0.117 0.2546
H -1.2540 -0.2248 -1.7954 0.135 -0.312 0.186 0.2546
H -1.4773 -1.5243 -0.5826 0.219 0.174 -0.268 0.2545
Cl 1.9654 2.3291 2.8595 0.351 0.416 0.511 -0.8316
```
Forces are in eV/Å.

Values from the calculation:
- orbital gap (Eh) = 0.2790
- E_LUMO (eV) = 3.606
- multiplicity = 1
- E_HOMO (eV) = -3.987
- net charge = -1

***

[3]
C3H10NO | ωB97M-V with the def2-TZVPD basis set

Structure (XYZ):
```
15
Properties=species:S:1:pos:R:3:forces:R:3:mulliken_charge:R:1
C 1.3483 1.0301 -0.2070 -1.052 0.558 -2.297 -1.0771
C -0.9081 -1.3998 -1.3120 -3.114 -3.051 2.870 -0.5101
C 0.8149 1.3643 1.0378 1.169 1.639 3.246 0.3230
N -0.0730 0.6282 1.5495 0.063 -1.376 0.235 -0.1190
O -1.2628 -1.0959 0.0778 -0.692 -0.492 -0.499 -0.5995
H 2.3233 1.2224 -0.5099 2.160 0.103 0.479 0.4242
H 0.9886 0.0917 -0.5116 0.049 -1.230 -0.506 0.1673
H 0.8729 1.7531 -0.8617 -0.594 0.367 -0.565 0.3434
H -0.4666 -2.3588 -1.2591 1.049 -0.894 -0.453 0.3013
H -0.3042 -0.6693 -1.5969 2.354 2.907 -1.783 0.2275
H -1.8126 -1.5332 -1.8641 -0.453 0.507 -0.720 0.2904
H 1.2090 2.2090 1.6323 -0.478 -0.216 -0.476 0.4113
H -0.4609 0.6870 2.4772 -0.042 0.593 0.154 0.2808
H -0.2695 -0.2470 1.0148 -0.932 0.212 0.346 0.2310
H -1.9993 -1.6817 0.3328 0.514 0.375 -0.029 0.3055
```
Forces are in eV/Å.

Values from the calculation:
- orbital gap (Eh) = 0.4030
- E_LUMO (eV) = -4.181
- relative energy (zero: lowest compared OMol25 entry of this formula, charge and spin) (kcal per mole) = 34.1
- multiplicity = 1
- E_HOMO (eV) = -15.147
- net charge = +1

***

[4]
C2BrClO3S | ωB97M-V with the def2-TZVPD basis set

Structure (XYZ):
```
8
Properties=species:S:1:pos:R:3:forces:R:3:mulliken_charge:R:1
C 1.3676 -0.7820 0.1766 1.334 -1.729 -0.280 0.4772
C 0.3141 0.2710 0.4235 -1.707 3.198 1.313 0.3586
O 1.4038 -1.9490 0.4065 -0.704 1.686 -0.203 -0.3726
O 0.6196 1.3202 0.9332 -0.857 -2.310 -1.011 -0.3311
O -2.0627 1.5337 -1.0753 -0.001 -1.796 1.718 -0.3852
S -2.0445 0.5284 0.0165 1.625 0.307 -1.711 0.5274
Cl -2.6268 -1.4028 -0.7022 0.408 0.997 0.245 -0.1607
Br 2.9129 0.1720 -0.5576 -0.098 -0.353 -0.070 -0.1136
```
Forces are in eV/Å.

Values from the calculation:
- orbital gap (alpha / beta) (Eh) = 0.2756 / 0.2756
- E_LUMO (alpha / beta) (eV) = -2.043 / -2.043
- relative energy (zero: lowest compared OMol25 entry of this formula, charge and spin) (kcal per mole) = 25.1
- multiplicity = 1
- E_HOMO (alpha / beta) (eV) = -9.542 / -9.542

***

[5]
C6H15NO | ωB97M-V with the def2-TZVPD basis set

Structure (XYZ):
```
23
Properties=species:S:1:pos:R:3:forces:R:3:lowdin_spin:R:1
C 1.3909 0.6583 1.8383 0.538 0.248 -0.284 0.0078
C 0.6043 -0.5637 1.3980 -0.570 0.226 0.951 0.0704
N -0.6838 -0.2955 0.7516 1.571 -1.358 -1.778 0.6536
C -0.6196 0.6187 -0.3855 -0.395 0.590 -0.212 0.0580
C -1.2499 -0.0782 -1.5855 -0.602 -0.255 -0.017 0.0108
C -1.6629 -1.4897 -1.0951 0.836 0.060 -0.857 0.0166
C -1.4950 -1.4932 0.4016 -0.802 1.695 1.363 0.0558
H 1.1082 1.5636 1.2963 -0.068 -0.096 0.076 -0.0002
H 2.4462 0.4846 1.5952 -0.156 0.049 0.251 0.0000
H 1.3305 0.8890 2.8980 -0.190 -0.196 0.045 0.0019
H 1.1555 -1.1018 0.6262 0.065 -0.183 -0.326 0.0391
H 0.4301 -1.2947 2.1905 0.065 0.165 0.081 0.0062
H 0.4209 0.8571 -0.5678 0.173 0.104 0.127 0.0133
H -1.1269 1.5541 -0.1403 0.003 0.044 0.137 0.0241
H -2.0977 0.4773 -1.9792 -0.146 0.028 0.280 -0.0004
H -0.5818 -0.1630 -2.4314 0.428 0.052 0.036 0.0019
H -0.9793 -2.2205 -1.5217 -0.040 -0.128 -0.053 0.0025
H -2.6511 -1.7106 -1.4692 -0.298 -0.289 0.382 -0.0004
H -2.4286 -1.2117 0.8998 -0.418 -0.517 0.060 0.0314
H -1.0685 -2.3395 0.9254 -0.045 -0.286 -0.235 0.0060
H 2.6274 1.4505 -0.5861 0.247 0.054 0.000 0.0004
H 2.1008 2.4789 -1.5769 0.380 0.070 -0.024 0.0001
O 2.9240 2.1115 -1.2211 -0.575 -0.076 -0.003 0.0011
```
Forces are in eV/Å.

Values from the calculation:
- orbital gap (alpha / beta) (Eh) = 0.4346 / 0.2764
- E_LUMO (alpha / beta) (eV) = -2.950 / -7.254
- relative energy (zero: lowest compared OMol25 entry of this formula, charge and spin) (kcal per mole) = 20.7
- multiplicity = 2
- E_HOMO (alpha / beta) (eV) = -14.776 / -14.776
- net charge = +1

***

[6]
C2H7N3S2 | ωB97M-V with the def2-TZVPD basis set

Structure (XYZ):
```
14
Properties=species:S:1:pos:R:3:forces:R:3:mulliken_charge:R:1
C -1.2716 -1.2644 -0.9642 -0.930 0.506 -1.376 -0.5201
C -0.5483 -0.2953 -0.0420 0.118 0.055 -1.002 0.5978
H -1.7061 -2.6854 0.4493 -0.301 0.097 -0.232 0.2697
H -0.4851 -3.0857 -0.4770 0.141 -0.184 -0.337 0.2377
H -2.2686 -0.8020 -1.0470 0.144 -0.500 -0.106 0.3338
H -0.8729 -1.2971 -2.0543 -0.174 0.333 1.913 0.2464
H 1.0742 -1.5897 0.1972 -0.551 1.048 -0.023 0.3093
H 2.4845 1.0839 -0.0661 -0.227 -0.178 -0.007 0.1352
H 0.5313 1.0519 2.0082 -0.146 0.167 -0.387 0.1358
N -1.3997 -2.6540 -0.5234 0.358 0.227 0.708 -0.5961
N 0.8151 -0.5853 0.1951 0.868 -0.700 0.288 -0.4277
N -1.1284 0.7870 0.3194 0.529 -0.909 0.179 -0.4713
S 1.8507 0.2419 -0.9143 0.150 0.069 0.211 -0.1040
S -0.3411 1.8736 1.3574 0.023 -0.030 0.169 -0.1467
```
Forces are in eV/Å.

Values from the calculation:
- orbital gap (Eh) = 0.3334
- E_LUMO (eV) = 0.349
- relative energy (zero: lowest compared OMol25 entry of this formula, charge and spin) (kcal per mole) = 20.4
- multiplicity = 1
- structure (SMILES) = NC/C(=N/S)NS
- E_HOMO (eV) = -8.724

***

DFT total energy (Eh)
-383.8676 -576.9065 -249.9995 -3734.2302 -367.2852 -1040.9895